[1]
{"formula": "C9H11I2N2", "method": "ωB97M-V with the def2-TZVPD basis set", "total_charge": 1, "e_above_lowest_kcal_mol": 34.9, "lumo_energy_ha": -0.1908, "total_energy_ha": -1054.11261, "max_force_ev_per_a": 4.3, "elements": ["C", "C", "C", "C", "C", "C", "C", "C", "C", "N", "N", "I", "I", "H", "H", "H", "H", "H", "H", "H", "H", "H", "H", "H"], "positions_angstrom": [[1.7401, -0.8583, -2.2834], [2.1119, 0.5384, -0.4092], [3.0888, -1.0108, -2.3969], [3.5042, 0.2862, -0.5707], [1.2398, -0.0549, -1.2821], [-1.0521, 1.1000, 3.1748], [-1.3348, 1.7958, 2.0904], [-0.2482, 0.0516, -1.1568], [-1.2493, 1.4033, 0.6878], [3.9747, -0.5104, -1.6029], [-0.6327, 0.3976, 0.1936], [-3.9713, -1.6576, -0.3925], [-2.2326, 2.7508, -0.6783], [1.0639, -1.5135, -2.8559], [1.6696, 1.1551, 0.3797], [3.4614, -1.6598, -3.2474], [4.1823, 0.9919, -0.0291], [-0.9541, 1.5176, 4.2154], [-0.8891, -0.0575, 3.3142], [-1.5468, 2.8644, 2.3274], [-0.7646, 0.7362, -1.8695], [-0.6120, -0.8995, -1.3637], [-0.3471, -0.2806, 0.8325], [-3.0258, -2.7410, -1.0100]], "forces_ev_per_angstrom": [[-1.657, -0.695, 0.007], [1.257, 0.055, 0.386], [0.457, -2.173, -2.366], [-0.706, 0.816, -1.437], [-0.222, -0.328, -0.367], [0.767, -3.371, 2.544], [0.093, 1.383, 0.422], [-0.279, 1.800, -0.768], [-1.189, 1.711, -1.121], [0.703, 2.582, 3.002], [-0.659, 0.676, -0.270], [-0.479, 0.699, 0.381], [0.638, -0.668, 0.878], [0.390, 0.697, -0.092], [0.802, 0.038, -0.133], [-0.264, 0.761, 1.133], [-0.149, -1.466, -0.305], [-0.461, 0.166, -1.458], [-0.231, 2.212, -1.067], [0.081, -0.834, -0.910], [0.696, -0.320, 0.523], [-1.047, -1.783, -0.257], [0.927, -1.285, 1.645], [0.530, -0.675, -0.371]], "mulliken_charge": [-0.591, -0.222, -0.199, -0.457, 0.833, -0.822, -0.063, -0.841, 0.610, -0.523, 0.037, -0.080, 0.255, 0.309, 0.373, 0.319, 0.318, 0.256, 0.200, 0.282, 0.284, 0.339, 0.273, 0.111]}

[2]
{"formula": "C7H7N", "method": "ωB97M-V with the def2-TZVPD basis set", "e_above_lowest_kcal_mol": 139.4, "lumo_energy_ha": 0.0305, "total_energy_ha": -325.43653, "max_force_ev_per_a": 5.3, "smiles": "c1ccncc1.C#C", "elements": ["C", "C", "C", "N", "C", "C", "H", "H", "H", "H", "H", "C", "C", "H", "H"], "positions_angstrom": [[-1.1432, 0.0361, 1.2897], [-0.1266, -0.1766, 2.1008], [1.1466, -0.3799, 1.5500], [1.4543, -0.5355, 0.3123], [0.4224, -0.2527, -0.5275], [-0.8844, 0.0504, -0.1193], [-2.0897, 0.3730, 1.6871], [-0.0715, 0.0288, 3.2528], [2.0384, -0.6597, 2.1536], [0.6773, -0.2699, -1.6096], [-1.6448, 0.4393, -0.8112], [-0.8449, 0.2239, -2.5576], [0.0435, 0.9696, -2.1518], [-1.6956, -0.3753, -2.6806], [0.9250, 1.3879, -1.6836]], "forces_ev_per_angstrom": [[-1.774, 0.901, -2.456], [3.279, 0.720, 4.126], [1.756, -1.818, 2.419], [-1.278, 0.921, -1.869], [0.968, -2.353, 1.139], [-0.300, -0.288, 2.145], [-0.273, -0.243, -0.153], [-0.768, -0.688, -2.283], [-0.944, 0.676, 0.471], [0.815, -2.507, 2.961], [0.456, -0.616, 1.407], [1.288, 3.954, -1.939], [-2.135, 0.818, -4.291], [-0.398, -0.449, -0.515], [-0.692, 0.972, -1.162]], "mulliken_charge": [-0.571, -0.264, -0.169, -0.566, -0.094, -0.070, 0.365, 0.242, 0.345, 0.529, 0.371, -0.624, -0.355, 0.424, 0.436]}

[3]
{"formula": "C33H50BrCrF3N4OSi", "method": "ωB97M-V with the def2-TZVPD basis set", "total_charge": 2, "spin_multiplicity": 5, "e_above_lowest_kcal_mol": 11.5, "lumo_energy_ha": [-0.2021, -0.2051], "total_energy_ha": -5788.93951, "max_force_ev_per_a": 0.9, "elements": ["Cr", "C", "C", "C", "C", "Si", "Br", "C", "C", "C", "C", "C", "C", "C", "C", "H", "H", "H", "H", "H", "H", "H", "H", "H", "H", "H", "H", "H", "H", "H", "H", "H", "H", "H", "H", "H", "H", "H", "H", "H", "H", "H", "F", "C", "F", "F", "C", "C", "C", "N", "C", "C", "H", "H", "H", "H", "C", "C", "N", "C", "C", "C", "O", "C", "C", "C", "C", "N", "C", "H", "H", "H", "H", "H", "H", "H", "H", "H", "H", "H", "H", "H", "H", "C", "C", "C", "N", "C", "C", "H", "H", "H", "H", "H"], "positions_angstrom": [[-1.0438, -0.3595, -1.7230], [-2.2287, -1.9328, 5.1641], [-1.7653, -1.8796, 3.6886], [-2.9817, -2.0942, 2.7697], [-0.8023, -3.0500, 3.4435], [-0.9279, -0.2056, 3.4550], [-0.8976, -0.1049, 0.7358], [0.9437, -0.1113, 3.6961], [1.2100, -0.4958, 5.1715], [1.4726, 1.3102, 3.4520], [1.7525, -1.0554, 2.7880], [-1.9489, 1.3406, 3.7968], [-3.4506, 1.1050, 3.5739], [-1.7139, 1.6870, 5.2864], [-1.5575, 2.5548, 2.9340], [-2.6848, -2.9096, 5.3455], [-2.9763, -1.1752, 5.3985], [-1.3982, -1.8221, 5.8660], [-3.3572, -3.1079, 2.9355], [-2.7128, -2.0039, 1.7174], [-3.7965, -1.4059, 2.9778], [-1.3377, -3.9816, 3.6459], [0.0629, -3.0290, 4.1041], [-0.4580, -3.0807, 2.4076], [0.7174, 0.1782, 5.8755], [2.2860, -0.4340, 5.3538], [0.8978, -1.5158, 5.4009], [1.0430, 2.0389, 4.1377], [1.2938, 1.6396, 2.4265], [2.5531, 1.3097, 3.6193], [1.5526, -2.1054, 2.9819], [2.8139, -0.8803, 2.9865], [1.5735, -0.8554, 1.7319], [-3.8575, 0.3210, 4.2101], [-3.6714, 0.8672, 2.5312], [-3.9807, 2.0279, 3.8244], [-2.0070, 0.8768, 5.9583], [-2.3247, 2.5585, 5.5360], [-0.6749, 1.9455, 5.4948], [-1.6696, 2.3455, 1.8700], [-0.5430, 2.8978, 3.1131], [-2.2317, 3.3780, 3.1863], [-2.9320, -6.5869, -3.9067], [-3.8478, -5.6282, -3.7567], [-4.6931, -5.9944, -2.7892], [-4.5351, -5.5151, -4.8968], [-3.1904, -4.3054, -3.4149], [-1.8938, -4.0406, -3.8185], [-1.3328, -2.8261, -3.4808], [-1.9892, -1.8972, -2.7698], [-3.2554, -2.1589, -2.4047], [-3.8933, -3.3420, -2.7102], [-1.3254, -4.7636, -4.3861], [-0.3248, -2.5791, -3.7860], [-3.7630, -1.3941, -1.8288], [-4.9151, -3.5072, -2.3980], [6.2918, 1.0928, -4.3354], [4.8067, 1.3826, -4.4975], [4.2771, 2.2967, -3.4830], [4.7802, 3.6791, -3.4676], [5.7653, 3.9169, -2.3319], [3.2718, 1.9965, -2.6499], [2.6598, 2.8071, -1.9647], [2.8682, 0.5511, -2.4565], [3.7090, -0.4312, -1.9542], [3.1644, -1.6338, -1.5191], [1.7955, -1.7976, -1.5327], [0.9742, -0.8540, -2.0166], [1.5158, 0.2727, -2.4959], [6.6008, 0.3534, -5.0746], [6.5152, 0.7001, -3.3419], [6.8909, 1.9887, -4.4949], [4.2334, 0.4581, -4.4622], [4.6286, 1.8360, -5.4752], [3.9248, 4.3417, -3.3526], [5.2450, 3.8660, -4.4349], [5.3077, 3.6618, -1.3757], [6.0465, 4.9697, -2.3001], [6.6736, 3.3279, -2.4580], [4.7763, -0.2568, -1.8911], [3.7953, -2.4236, -1.1358], [1.3317, -2.6913, -1.1361], [0.8392, 1.0173, -2.9120], [-3.3395, 3.7183, -2.8615], [-2.1967, 3.6334, -2.0810], [-1.7335, 2.3856, -1.7177], [-2.3396, 1.2411, -2.0915], [-3.4275, 1.3363, -2.8709], [-3.9563, 2.5456, -3.2707], [-3.7405, 4.6811, -3.1497], [-1.6651, 4.5149, -1.7519], [-0.8473, 2.2974, -1.0970], [-3.8887, 0.4084, -3.1807], [-4.8355, 2.5622, -3.8993]], "forces_ev_per_angstrom": [[-0.051, -0.060, -0.325], [0.046, 0.036, -0.028], [-0.080, -0.134, -0.042], [-0.013, -0.008, 0.097], [-0.035, 0.006, 0.032], [0.105, -0.026, -0.697], [0.020, 0.061, 0.886], [0.126, 0.020, -0.009], [-0.062, 0.009, -0.035], [0.010, -0.031, 0.058], [-0.004, 0.011, 0.081], [-0.089, 0.170, -0.072], [0.022, 0.020, 0.044], [0.018, -0.042, -0.030], [-0.009, -0.013, 0.078], [0.018, 0.011, 0.015], [-0.001, -0.026, 0.003], [-0.031, -0.025, -0.001], [-0.004, 0.024, 0.014], [-0.017, -0.046, 0.011], [-0.004, -0.002, -0.023], [0.004, 0.011, -0.022], [-0.003, -0.024, -0.014], [0.019, 0.000, 0.019], [0.031, -0.018, -0.001], [-0.017, 0.011, 0.020], [0.034, 0.015, 0.003], [0.024, 0.011, -0.013], [0.012, 0.013, 0.016], [-0.016, -0.001, -0.007], [0.019, -0.005, -0.021], [-0.021, -0.015, 0.012], [0.038, 0.012, 0.005], [-0.014, 0.006, -0.020], [-0.008, -0.011, 0.023], [0.005, -0.014, -0.017], [-0.003, 0.034, -0.001], [0.004, -0.020, 0.013], [-0.030, 0.022, 0.001], [-0.028, 0.035, 0.018], [0.004, 0.012, -0.020], [0.018, -0.010, 0.008], [-0.042, 0.010, -0.010], [-0.022, -0.005, -0.002], [0.022, -0.004, -0.050], [0.015, -0.016, 0.030], [0.003, 0.000, 0.013], [0.003, -0.014, -0.086], [0.086, 0.084, -0.067], [-0.070, -0.181, -0.032], [0.008, 0.022, 0.051], [-0.082, 0.014, -0.028], [0.009, -0.003, 0.019], [0.014, -0.006, 0.049], [0.011, -0.011, 0.033], [0.026, -0.019, 0.040], [-0.055, -0.042, -0.026], [0.114, 0.067, 0.119], [0.064, -0.032, -0.009], [-0.020, -0.045, 0.097], [0.001, 0.010, -0.016], [0.072, -0.026, -0.150], [0.002, -0.002, -0.017], [-0.030, 0.056, 0.186], [0.021, -0.078, -0.113], [0.089, 0.033, 0.024], [-0.087, -0.070, 0.040], [0.049, -0.012, -0.147], [-0.036, 0.025, 0.011], [0.018, 0.023, 0.005], [0.018, 0.018, -0.015], [0.008, -0.011, 0.042], [-0.028, -0.001, -0.034], [-0.050, -0.034, -0.024], [-0.019, 0.025, -0.091], [-0.043, 0.019, -0.023], [0.007, 0.021, -0.007], [0.002, -0.021, -0.002], [-0.019, -0.008, 0.018], [-0.016, -0.002, 0.009], [-0.016, 0.018, 0.025], [-0.023, 0.007, -0.002], [-0.024, 0.044, 0.117], [0.017, -0.005, -0.008], [-0.007, 0.005, 0.017], [-0.075, 0.047, 0.048], [0.105, 0.232, -0.135], [-0.021, -0.121, 0.032], [-0.056, 0.037, -0.008], [0.020, -0.014, -0.021], [-0.018, -0.003, 0.002], [-0.008, -0.041, 0.025], [0.027, -0.007, -0.026], [-0.005, -0.002, 0.036]], "mulliken_spin": [3.950, -0.001, 0.000, 0.005, 0.000, 0.016, 0.058, 0.002, 0.000, 0.003, -0.005, -0.004, 0.002, -0.001, -0.005, 0.000, 0.000, 0.000, 0.000, -0.002, 0.000, 0.000, 0.000, 0.001, 0.000, 0.000, 0.000, 0.000, 0.000, 0.000, 0.000, 0.000, 0.002, 0.000, 0.000, 0.000, 0.000, 0.000, 0.000, 0.006, -0.001, 0.000, 0.000, -0.001, 0.000, 0.001, 0.007, -0.015, 0.052, -0.010, 0.031, 0.001, -0.001, -0.006, -0.014, 0.000, 0.000, 0.000, 0.000, 0.000, 0.000, 0.003, 0.000, 0.002, 0.009, 0.003, 0.044, -0.063, 0.001, 0.000, 0.000, 0.000, 0.000, 0.000, 0.000, 0.000, 0.000, 0.000, 0.000, 0.001, 0.000, 0.004, -0.045, 0.011, -0.015, 0.012, -0.079, 0.044, -0.002, 0.001, 0.000, -0.003, 0.001, 0.000]}